(1)
ORCA calculation (wB97M-V/def2-TZVPD) on 13 unconnected molecules or ions with the total composition C87H199N13O13.

Geometry (Å):
1 H -0.26 5.90 5.78
2 H -6.43 3.36 6.36
3 H -0.53 -2.41 0.41
4 H -3.09 0.33 -1.94
5 C 5.23 -4.27 5.28
6 H -1.50 3.14 3.51
7 H 9.79 1.74 -2.90
8 H 0.73 -1.31 -7.82
9 H 0.88 -1.46 -3.84
10 H 4.38 -4.20 6.01
11 C -2.74 -2.90 4.42
12 H -0.79 5.64 2.75
13 C 8.12 1.56 -4.31
14 H -0.14 3.91 -5.34
15 C -6.14 -5.12 6.42
16 H 6.69 0.47 -1.06
17 H 5.93 -0.28 1.90
18 H -8.26 -4.77 4.91
19 H 4.60 2.06 -3.80
20 N -6.44 3.16 3.38
21 O -1.69 2.52 -5.53
22 C 1.01 0.49 -0.18
23 C -6.04 3.00 2.05
24 H 8.44 -2.04 2.96
25 C 6.43 -0.83 -3.63
26 H -2.65 5.88 4.88
27 C -8.74 0.12 -3.40
28 H 1.35 0.76 -2.33
29 H 2.39 -4.94 -4.85
30 H 6.03 6.96 1.32
31 H -2.77 -5.26 -2.30
32 N -0.43 0.09 -0.16
33 H -2.80 -0.85 -4.18
34 H 8.26 6.20 -1.81
35 C -6.21 2.21 4.49
36 H 2.39 4.72 -2.82
37 H 0.12 2.53 -6.41
38 H -4.03 -6.26 1.87
39 H 6.96 8.02 -2.34
40 C 1.57 -1.80 -5.85
41 H -2.53 -4.52 -4.62
42 H -5.58 -2.48 7.65
43 C 4.03 6.73 0.48
44 H -8.04 -1.12 -1.15
45 C -6.94 -3.62 -1.00
46 C 5.80 -0.95 2.80
47 H 6.44 2.32 -5.40
48 H -4.09 1.94 4.12
49 H 5.51 8.40 -1.36
50 N 5.55 5.66 -1.71
51 C 0.37 -5.38 -6.40
52 H 6.27 -2.25 0.16
53 H -1.58 1.64 5.31
54 H -0.69 8.21 -2.09
55 H -5.62 -5.98 5.91
56 H -4.02 -4.18 7.30
57 H -7.55 -3.90 3.49
58 C -2.67 -4.25 -2.00
59 H -6.49 -2.83 -2.94
60 C 3.61 -3.44 -5.92
61 C 5.59 6.37 0.53
62 H 6.05 -3.83 5.79
63 C -7.34 -4.56 4.36
64 H 0.85 -8.14 4.21
65 H -3.27 8.87 -2.98
66 H -7.84 1.02 3.94
67 C -2.63 -0.46 0.83
68 H 4.52 -3.70 -5.44
69 O 0.27 -3.86 -1.54
70 H 9.55 3.29 -3.78
71 C -6.97 2.66 5.71
72 O -0.47 -2.65 -6.37
73 C 5.66 -2.69 0.95
74 O 6.66 -4.51 2.89
75 N -2.16 -3.60 -4.35
76 N -2.31 -8.51 5.28
77 H -6.00 -1.01 6.98
78 C -1.07 -0.48 1.08
79 N 6.31 -3.29 3.42
80 H 2.37 -3.99 -1.94
81 H 3.97 7.73 -0.01
82 H -8.81 -2.28 -2.33
83 H -3.11 -1.06 0.08
84 H 1.95 -1.24 0.84
85 C -0.81 3.88 3.86
86 C -4.45 2.93 1.84
87 H -7.69 -2.78 6.37
88 C -2.31 2.58 -4.23
89 O -2.57 -6.38 3.41
90 H 0.31 -2.00 1.89
91 O -1.16 5.77 -0.80
92 C -6.74 0.91 3.94
93 H -6.60 3.70 0.11
94 C -1.69 -3.63 -2.93
95 C 5.72 0.42 -1.56
96 N 0.80 -3.04 -5.90
97 H -6.48 0.13 4.68
98 H 7.89 1.91 -6.36
99 H 0.17 1.56 5.26
100 H -3.58 -1.52 6.48
101 O -4.68 -5.03 4.04
102 H -2.43 -3.78 6.75
103 C 4.80 0.98 -3.87
104 H -4.53 1.30 5.59
105 H -2.37 -3.80 3.92
106 O 6.85 2.83 -2.78
107 H -4.25 3.03 0.74
108 H 1.78 -4.22 -0.28
109 H -8.87 0.85 -2.62
110 H 1.80 -0.06 -7.04
111 C 7.82 6.03 -0.83
112 H 8.12 -1.25 1.46
113 H -7.73 1.78 1.48
114 C 3.65 7.09 -2.69
115 H -2.97 5.53 3.32
116 H 8.37 -3.03 1.63
117 H 2.42 1.51 1.16
118 H -0.88 -6.96 5.45
119 H -2.95 6.23 -1.71
120 H -7.58 4.33 1.32
121 O -7.66 -0.77 -3.21
122 H 2.95 -0.27 -0.09
123 H 4.80 0.77 -4.93
124 N -3.08 1.28 -2.36
125 H -6.93 -2.24 4.80
126 H -4.64 -1.37 5.06
127 H -1.58 -8.08 2.65
128 C 1.66 -1.14 -7.20
129 H -1.07 -2.98 -5.69
130 H 5.45 -5.32 4.93
131 H 4.60 -2.34 0.86
132 H 5.71 -3.79 0.73
133 H 3.04 -4.28 3.89
134 N 7.23 1.45 -3.15
135 C 0.87 0.75 2.35
136 H 3.47 4.70 -0.15
137 C -4.80 2.12 4.92
138 H -3.33 2.91 -4.42
139 C 3.48 4.62 -2.62
140 C -0.34 -4.26 -2.84
141 H -1.56 -2.57 -2.74
142 C 1.42 1.33 -1.42
143 C 8.45 0.12 -4.79
144 H -0.64 -6.56 3.09
145 C -1.17 -7.82 4.76
146 H -0.35 7.24 4.49
147 H -3.21 -8.22 4.83
148 C 6.48 7.97 -1.34
149 H 6.57 4.95 -3.21
150 C 6.35 6.50 -0.83
151 H -3.66 -3.77 -2.08
152 C 4.90 -3.43 4.03
153 C 1.52 -4.06 -8.10
154 C 1.29 1.39 1.04
155 C 6.05 0.54 -3.11
156 C -6.62 -2.45 -2.00
157 H 2.40 -1.58 -7.86
158 H -1.50 5.93 -2.85
159 H -7.35 -3.20 -0.07
160 H 4.23 -5.06 2.75
161 H -6.31 1.48 0.50
162 C -1.46 -7.19 3.36
163 H 2.52 1.61 -1.25
164 H 7.13 2.84 -1.87
165 H 3.92 0.44 -3.48
166 H 1.90 -4.98 -8.61
167 C 9.56 2.19 -3.84
168 H 3.64 -1.33 -5.41
169 H -1.05 1.50 2.04
170 C 4.41 -1.01 3.38
171 H -5.99 5.02 1.14
172 H 2.34 5.94 -0.67
173 H 3.78 -3.22 -6.96
174 H 0.12 3.66 3.30
175 C 0.10 -8.67 4.71
176 H 5.42 -1.35 -3.58
177 H 3.49 -2.29 4.83
178 H -2.70 -4.93 1.92
179 H -3.11 -0.56 1.88
180 H -7.86 3.14 5.36
181 N -5.49 -1.67 -1.58
182 H 2.16 -3.24 -8.18
183 C -1.89 6.40 -1.88
184 H -6.94 -5.50 3.96
185 C 7.87 -2.13 2.01
186 H -1.88 7.92 0.14
187 H 3.47 -3.41 2.42
188 H -2.55 1.75 -1.68
189 C -6.26 0.55 2.53
190 H -4.05 0.36 -4.50
191 H -3.03 -2.14 3.66
192 H -5.32 -0.86 -2.21
193 C 2.65 -4.61 -5.85
194 C -0.68 -1.92 1.40
195 H -2.88 -2.86 -4.41
196 H 3.09 -5.51 -6.30
197 H 0.31 -3.78 -3.55
198 C -6.55 4.10 1.13
199 H -3.76 -5.32 4.17
200 H 1.37 -0.24 2.47
201 H -2.56 0.19 -5.54
202 H 2.71 6.85 -3.25
203 H 7.23 -4.93 3.48
204 C -6.64 1.69 1.55
205 H -0.57 2.32 6.68
206 H 1.06 1.37 3.25
207 H -5.73 -1.27 -0.69
208 H 0.84 2.37 0.86
209 C -1.01 5.44 3.73
210 C -3.88 -3.27 5.29
211 C -3.37 -4.18 6.46
212 C -0.12 6.19 4.71
213 H 0.80 -6.37 -6.72
214 C 4.47 -2.01 4.52
215 C -7.91 -1.68 -2.11
216 H 5.79 5.31 0.84
217 H 5.23 -0.48 -1.31
218 H -1.89 9.51 -0.61
219 H -6.61 -0.39 2.15
220 N -2.34 6.01 3.92
221 H 3.58 3.70 -2.11
222 C -6.76 -2.64 5.82
223 H -1.26 0.89 -3.50
224 H -1.85 8.99 -3.66
225 H -7.60 -4.40 -1.42
226 H 0.03 -9.67 4.29
227 H 0.21 2.24 -4.70
228 H 3.69 -1.45 2.62
229 H 1.74 -1.37 -0.97
230 C -2.97 0.20 -4.48
231 H -0.53 -5.16 -6.94
232 O -0.66 -0.72 -1.27
233 H -1.44 -2.35 2.02
234 H -8.64 0.71 -4.33
235 H 3.87 4.53 -3.67
236 H 8.38 6.56 -0.07
237 H -0.81 3.76 -1.29
238 H -3.36 8.40 -0.73
239 C 6.35 -2.34 2.26
240 H 0.96 5.90 4.54
241 H -2.44 4.20 -0.53
242 H -0.41 -5.39 -3.03
243 C 4.05 5.84 -1.88
244 C 1.54 -4.39 -1.32
245 C -0.66 2.21 5.62
246 H -5.19 0.55 2.57
247 H -3.98 2.06 2.21
248 H -9.69 -0.45 -3.45
249 C 1.36 -4.26 -6.60
250 C -5.68 -2.01 6.66
251 C -2.27 8.49 -0.68
252 H 5.06 -1.68 5.33
253 C 0.89 -0.96 -4.78
254 H -0.17 -1.54 -1.25
255 H 7.95 4.98 -0.56
256 N -5.02 -3.80 4.59
257 C -0.65 0.49 2.23
258 C -2.29 1.19 -3.65
259 H 9.12 -0.41 -4.11
260 O -6.07 4.48 3.77
261 H 3.49 7.98 -2.10
262 H 0.56 -3.86 -8.52
263 H -2.41 -4.19 -0.93
264 H 6.49 -0.31 -5.59
265 O -0.59 3.54 5.24
266 C 7.19 -0.77 -4.93
267 H -0.95 4.19 0.43
268 C -1.75 7.88 -1.95
269 C -0.34 2.83 -5.46
270 C -1.35 4.41 -0.57
271 H -2.34 -9.55 5.26
272 H 0.81 2.23 -1.38
273 H 7.83 3.39 -5.45
274 H -4.47 3.03 5.32
275 H -1.78 3.33 -3.63
276 H 2.87 -2.54 -4.18
277 H 10.32 1.92 -4.61
278 H -7.28 1.76 6.23
279 H 3.57 6.83 1.43
280 C -2.93 -6.04 2.07
281 H 6.61 -0.70 3.48
282 C 3.00 -2.22 -5.29
283 H 6.98 -1.22 -2.76
284 H 4.43 7.20 -3.45
285 C 3.42 5.75 -0.52
286 H -6.95 4.93 3.77
287 O 6.04 5.75 -3.07
288 H 0.47 -8.90 5.73
289 H -2.79 0.61 0.65
290 C 7.52 2.37 -5.49
291 H -5.97 -3.95 -0.68
292 H -4.03 3.75 2.39
293 H -7.16 -5.52 6.78
294 C 1.95 -0.70 -0.11
295 C -4.41 -1.98 5.88
296 H -0.11 -0.65 -5.07
297 H 5.13 1.28 -1.17
298 H 1.45 -0.03 -4.63
299 C 3.85 -4.10 3.18
300 H 0.13 -5.59 -5.37
301 N -2.45 8.33 -3.18
302 H 7.12 8.60 -0.69
303 C -6.26 -4.01 5.35
304 H 7.40 -1.71 -5.40
305 H -3.18 -5.22 6.18
306 H 4.08 -0.05 3.81
307 H 1.54 -5.48 -1.45
308 H -2.30 -6.67 1.45
309 H -1.88 -2.54 5.02
310 H -1.07 0.15 3.15
311 H -5.68 -4.93 7.39
312 H 8.99 0.10 -5.77

The HOMO energy comes out at -8.05 eV. The gap between HOMO and LUMO comes out at 0.30637 Eh. For the LUMO energy, the calculation gives 0.282 eV. The value obtained for the max |F| is 3.917 eV Å⁻¹. As for the calculated total energy: -5123.60200 Ha.

(2)
ORCA calculation (wB97M-V/def2-TZVPD) on 9 unconnected molecules or ions with the total composition C46H114N4O19.

Geometry (Å):
1 H -2.07 -4.63 2.19
2 H 0.35 -5.42 -9.55
3 O 0.86 -6.80 -8.00
4 H 0.31 2.11 2.22
5 H 3.32 -6.50 -6.93
6 H 3.88 4.68 -5.38
7 H -5.08 2.40 7.20
8 H 2.84 -5.54 -10.52
9 O 3.96 7.33 -5.48
10 C -3.89 -5.71 2.18
11 H 2.92 8.70 -2.57
12 H 8.30 -7.14 2.83
13 C 3.09 5.01 -6.06
14 H 2.89 4.48 -6.99
15 H -0.53 -7.43 -6.64
16 H 0.43 -0.85 1.68
17 H -0.76 0.88 2.38
18 H 1.16 5.87 3.91
19 C 7.55 -5.40 1.64
20 H 0.83 6.02 -0.19
21 H 7.76 -5.00 0.65
22 C -6.74 4.72 -4.91
23 H -6.18 0.22 7.22
24 O 3.72 -6.07 -8.91
25 H 11.68 -7.89 5.57
26 H -3.61 4.61 7.15
27 C -4.53 5.15 -4.24
28 H 1.16 -0.75 0.08
29 H -3.93 -8.46 -1.29
30 H -7.40 8.21 -1.52
31 H 6.20 -5.10 3.69
32 O -8.93 6.72 -1.46
33 H -8.07 6.07 -6.23
34 H -5.94 -5.61 -0.57
35 H -1.42 -5.26 -6.07
36 H 12.24 -7.89 3.08
37 O -0.90 -0.32 -1.26
38 H 5.71 8.65 -1.86
39 H 0.82 3.46 -4.20
40 O -5.82 5.00 -3.84
41 H 1.85 0.15 1.40
42 H 11.64 -6.99 1.02
43 C 0.00 0.99 0.57
44 H -6.73 -0.40 5.57
45 H -7.23 7.06 -0.19
46 C 2.54 6.03 1.70
47 H -9.88 6.46 -4.63
48 H 10.42 -8.10 1.32
49 C 0.43 6.54 0.68
50 O -3.98 -6.06 0.75
51 H -6.34 4.06 -5.67
52 H -10.72 6.94 -2.43
53 H -2.15 -6.97 4.86
54 C 8.43 -6.68 1.85
55 C -0.36 -6.62 -7.34
56 H 4.86 -7.17 -7.60
57 H 3.38 0.80 7.91
58 H 4.03 7.44 -2.85
59 H -2.45 -5.68 5.85
60 C -0.37 -0.03 6.51
61 O 10.37 -8.28 3.87
62 H 3.44 -7.88 -7.98
63 H 4.78 9.94 -1.38
64 C 3.02 5.78 3.10
65 H 3.95 6.36 -7.30
66 C 4.20 4.74 3.09
67 H -1.13 -6.79 -8.10
68 H 6.25 10.17 -2.38
69 H 1.40 2.83 -5.68
70 H 1.60 -4.98 -4.07
71 H 1.39 -6.44 -4.88
72 H -7.55 0.96 6.37
73 C 2.53 -6.15 -9.67
74 C 10.84 -7.18 1.73
75 H -2.61 -7.45 0.47
76 H 5.06 5.20 2.60
77 C 1.21 -5.71 -8.94
78 H 2.38 -7.20 -9.92
79 H 0.70 -1.80 6.51
80 H -9.16 5.25 -3.53
81 H -3.75 3.37 3.61
82 H -0.26 7.27 0.25
83 H 2.21 5.31 4.92
84 O 9.79 -6.25 1.62
85 H 3.35 6.19 0.99
86 H -9.52 8.18 -2.69
87 O -5.73 -7.67 -0.96
88 H -6.34 3.22 6.29
89 H -3.85 5.35 -3.41
90 C -4.29 -7.53 -0.85
91 C -1.27 0.51 -0.13
92 C 2.94 7.92 -4.63
93 H -4.31 -4.71 2.21
94 H 5.29 -4.03 2.70
95 C -3.69 -7.36 0.54
96 H -0.73 -4.39 -7.34
97 O 0.62 -4.76 -5.86
98 O -7.94 6.83 -4.31
99 H 7.88 -4.53 2.21
100 C -7.58 7.18 -1.22
101 H 2.07 7.27 -4.53
102 H -0.05 -5.75 -4.10
103 C 5.54 -5.08 2.83
104 H -4.51 -6.27 2.89
105 H -2.53 0.31 -2.57
106 C 3.83 -6.87 -7.82
107 C 3.27 6.50 -6.46
108 H 4.51 4.25 4.01
109 C 11.24 -7.47 3.12
110 C 1.65 3.56 -4.90
111 H 2.48 3.08 -4.39
112 O 1.53 7.04 1.45
113 C -9.66 7.11 -2.62
114 H -2.24 -0.26 5.69
115 C -2.51 -5.52 2.64
116 C -5.45 2.59 6.19
117 H -3.84 -6.35 5.14
118 H -1.95 -6.43 2.42
119 H 2.40 6.94 -6.94
120 N -1.32 -0.57 5.43
121 H -2.09 0.31 7.78
122 C 2.36 0.86 7.55
123 C -6.47 -6.55 -0.39
124 H -4.35 6.00 -4.90
125 O 1.85 4.86 -5.35
126 H 1.46 -0.67 5.49
127 H 4.62 -5.56 3.15
128 H -5.10 2.60 3.75
129 H 2.65 8.76 -5.25
130 O -2.47 -5.10 3.99
131 H 8.17 -7.39 1.05
132 O 6.18 -5.71 1.75
133 C -9.13 6.29 -3.86
134 C -3.85 4.59 6.09
135 H 0.48 1.70 -0.11
136 H -7.49 -6.57 -0.76
137 H 1.43 -4.85 -8.30
138 H -0.21 5.86 1.25
139 H 11.03 -9.51 5.27
140 H -7.55 4.09 -4.53
141 O -5.82 1.33 5.50
142 H 2.38 1.37 6.59
143 N -0.50 1.66 1.79
144 H -4.67 5.31 6.06
145 C 0.85 -5.51 -4.66
146 H -6.53 -6.59 0.69
147 C -1.15 -0.23 7.85
148 O 4.61 9.46 -3.45
149 H -1.60 -1.11 -3.08
150 N -4.67 3.48 4.00
151 C -4.31 3.29 5.43
152 H -6.52 6.72 -5.74
153 H 1.85 1.54 8.23
154 H 9.96 -8.31 5.84
155 O 1.84 -0.45 7.55
156 H 2.08 5.08 1.42
157 H 11.33 -6.50 3.61
158 C 5.33 9.60 -2.25
159 H -4.09 -8.05 1.28
160 H -0.19 1.02 6.31
161 C -6.59 0.45 6.24
162 H -2.93 4.97 5.63
163 C -0.50 -5.20 -6.65
164 H 3.85 3.83 2.61
165 C 3.63 8.34 -3.31
166 C 0.90 -0.17 0.97
167 H -2.08 0.11 0.47
168 C -2.81 -6.10 4.91
169 H -1.39 -1.27 8.09
170 H -0.62 0.35 8.61
171 C -1.98 -0.56 -2.21
172 C 0.94 -0.74 6.45
173 C 10.82 -8.45 5.19
174 H -1.36 -1.58 5.46
175 C -7.34 6.07 -5.42
176 H -6.88 6.62 -1.84
177 H -4.19 4.19 -4.64
178 H -2.67 -1.16 -1.61
179 H 3.28 6.75 3.52
180 H -3.47 2.60 5.43
181 H -1.66 1.41 -0.62
182 N 1.95 5.24 3.95
183 H -4.02 -6.67 -1.46

The HOMO energy comes out at -9.07 eV. The gap between HOMO and LUMO comes out at 0.34263 Eh. For the LUMO energy, the calculation gives 0.252 eV. The SMILES is COC[C@H](C)N.COC[C@H](C)N.COC[C@H](C)N.COC[C@H](C)N.COCCOCCOC.COCCOCCOC.COCCOCCOC.COCCOCCOC.COCCOCCOC. The value obtained for the max |F| is 4.862 eV Å⁻¹. As for the calculated total energy: -3469.01119 Ha.

Question: Which of these has the lowest calculated total energy?
Answer: C87H199N13O13